Record 1
Molecular formula: C40H108N7O12Y
Method: DFT, ωB97M-V/def2-TZVPD

Summary:
Energy relative to the best compared isomer or geometry (same formula, charge and spin) ... 703.6 kJ/mol
Charge ... +2
E_LUMO ... -5.54 eV
Frontier orbital gap ... 6.2822 eV
Total energy ... -2912.53391 Ha
Multiplicity ... 1
F_max ... 5.71 eV/Å

Positions of all 168 atoms, in Å:
Y1 2.34014 -2.96964 0.71449
C1 0.26090 0.74100 0.96158
C2 -0.42500 -0.62303 0.93526
C3 -1.68335 -0.48178 0.09425
O1 0.44745 -1.60118 0.48282
H1 -0.39879 1.55890 1.25275
H2 0.66028 0.93601 -0.03408
H3 1.04773 0.73869 1.72506
H4 -0.80174 -0.79327 1.95362
H5 -2.45090 0.05587 0.65969
H6 -2.08472 -1.44360 -0.23254
H7 -1.67115 0.12351 -0.82265
C4 -3.99271 -2.73187 1.22495
O2 -3.63478 -4.00381 0.69594
H8 -4.91798 -2.74785 1.80475
H9 -3.20787 -2.29284 1.83423
H10 -4.17406 -2.06258 0.37926
H11 -4.32093 -4.32635 0.10706
C5 2.95887 2.74854 0.38670
O3 3.90946 1.71658 0.07524
H12 2.12050 2.68289 -0.30750
H13 2.62938 2.66957 1.42035
H14 3.42879 3.73387 0.30794
H15 4.02841 1.79814 -0.87698
C6 1.42929 -1.97809 3.93579
O4 2.33633 -2.72039 3.10108
H16 0.71043 -1.38646 3.37143
H17 0.87584 -2.67677 4.56824
H18 1.95814 -1.27761 4.58238
H19 2.78755 -3.27296 3.75438
C7 -0.76782 -4.58413 1.77247
O5 0.65833 -4.64055 1.80444
H20 -1.10573 -3.58172 2.04583
H21 -1.24144 -4.90868 0.84850
H22 -1.21048 -5.13611 2.60917
H23 0.91489 -5.48569 2.18938
C8 5.73924 -1.85112 2.36847
C9 5.11648 -1.11931 1.18008
C10 5.47785 -1.70157 -0.19149
O6 4.81409 -2.96835 -0.30172
C11 5.70282 -3.94785 -0.88212
N1 3.65391 -0.99093 1.34684
H24 5.46160 -2.91168 2.40670
H25 5.34621 -1.42813 3.29381
H26 6.82366 -1.79228 2.30469
H27 5.55078 -0.11287 1.16244
H28 6.55967 -1.83726 -0.21859
H29 5.21050 -1.01455 -0.99627
H30 5.19378 -4.89693 -1.02280
H31 6.55038 -4.07771 -0.20688
H32 6.05669 -3.55980 -1.83863
H33 3.45936 -0.11456 0.84107
H34 3.55759 -0.63471 2.30670
C12 -4.16195 6.19765 1.67495
C13 -2.64699 6.00657 1.69931
C14 -2.32670 4.51768 1.76972
O7 -2.73415 3.91389 2.97780
C15 -2.03812 2.74614 3.27020
N2 -2.03493 6.68420 0.54545
H35 -4.61663 5.78872 0.77274
H36 -4.40415 7.26143 1.74232
H37 -4.57620 5.75799 2.58274
H38 -2.30344 6.50416 2.61378
H39 -1.23443 4.39240 1.72221
H40 -2.72614 4.04507 0.86292
H41 -2.35490 2.37006 4.24428
H42 -0.95699 2.90582 3.39401
H43 -2.18478 1.96188 2.51806
H44 -2.64610 7.47128 0.34128
H45 -1.19484 7.17718 0.83749
C16 -1.32738 -2.82444 -4.15701
C17 -2.14450 -3.57040 -3.09609
C18 -2.49363 -5.00892 -3.50036
O8 -3.35533 -4.94413 -4.59992
C19 -4.04178 -6.13687 -4.92579
N3 -1.50081 -3.59523 -1.79936
H46 -0.35373 -3.30828 -4.29775
H47 -1.25744 -1.78417 -3.84340
H48 -1.83822 -2.95971 -5.10904
H49 -3.08135 -2.99601 -3.09001
H50 -3.03970 -5.38050 -2.62163
H51 -1.60648 -5.62954 -3.66474
H52 -4.70672 -6.46403 -4.12005
H53 -3.28376 -6.90501 -5.12255
H54 -4.62224 -5.95009 -5.82492
H55 -2.17135 -3.62261 -1.02817
H56 -1.11523 -2.65991 -1.62832
C20 -6.18346 2.84769 1.70052
C21 -5.59078 1.47862 1.61191
C22 -4.78415 1.23833 0.34147
O9 -5.54723 1.48874 -0.80801
C23 -4.77554 1.20243 -1.94637
N4 -4.74742 1.08977 2.74660
H57 -6.66682 3.01690 2.66750
H58 -6.93427 3.05815 0.93746
H59 -5.43689 3.64154 1.61538
H60 -6.43475 0.78051 1.58990
H61 -4.44684 0.19543 0.38705
H62 -3.90961 1.90590 0.29907
H63 -4.03854 2.01518 -2.03556
H64 -5.38633 1.21292 -2.84487
H65 -4.19856 0.27831 -1.82426
H66 -5.39781 0.98992 3.51715
H67 -4.04327 1.78804 2.96065
C24 2.64592 0.46009 6.61904
C25 2.59414 1.77234 5.84467
C26 2.55277 1.59924 4.32549
O10 3.66527 0.90701 3.77126
C27 4.76730 1.75542 3.50504
N5 1.36455 2.49480 6.19921
H68 3.55530 -0.10878 6.43167
H69 1.82193 -0.17058 6.26193
H70 2.43876 0.63180 7.67285
H71 3.47453 2.34925 6.13958
H72 2.44621 2.59767 3.88650
H73 1.62727 1.09166 4.03998
H74 4.52972 2.53940 2.78349
H75 5.58797 1.17184 3.08584
H76 5.17706 2.19571 4.41668
H77 1.45133 3.44294 6.52055
H78 0.79810 1.92412 6.80499
C28 1.80630 -5.42259 -3.09224
C29 2.36808 -4.40361 -2.08788
C30 2.59225 -3.00962 -2.64055
O11 2.61258 -2.08534 -1.51673
C31 2.51680 -0.73648 -1.95148
N6 1.37240 -4.29318 -0.96765
H79 2.39223 -5.47573 -4.01263
H80 0.79335 -5.15721 -3.38821
H81 1.87335 -6.41414 -2.64517
H82 3.27256 -4.78480 -1.61195
H83 1.79934 -2.61571 -3.28169
H84 3.51715 -2.97548 -3.22216
H85 2.69315 -0.10955 -1.07910
H86 1.50857 -0.48861 -2.28786
H87 3.27117 -0.44077 -2.68353
H88 1.19643 -5.27468 -0.75287
H89 0.49117 -3.96475 -1.39789
C32 -1.47500 3.88735 -2.21796
C33 -0.11511 3.74296 -2.95648
C34 1.00230 3.49889 -1.89152
C35 0.97153 2.11787 -1.27516
C36 1.07812 1.10851 -2.42527
C37 0.11059 1.26986 -3.60931
N7 -0.07658 2.67313 -3.93337
O12 -0.99760 2.89462 -4.98726
C38 0.77124 0.58517 -4.83292
C39 -1.20963 0.57598 -3.28491
C40 0.25840 5.06891 -3.59195
H90 -2.14896 4.30561 -2.96952
H91 -1.45792 4.62674 -1.41393
H92 -1.81460 2.94433 -1.79685
H93 1.94700 3.65138 -2.42466
H94 0.98737 4.30693 -1.15692
H95 0.07192 1.95800 -0.67318
H96 1.81439 1.92605 -0.60127
H97 0.88958 0.11566 -2.00095
H98 2.09744 1.08913 -2.81852
H99 1.56069 1.23163 -5.21971
H100 1.22250 -0.37496 -4.57131
H101 0.04503 0.37233 -5.61813
H102 -1.15854 -0.50817 -3.17374
H103 -1.48402 0.92357 -2.27608
H104 -2.08033 0.90550 -3.85033
H105 1.26801 5.10551 -3.99854
H106 0.10966 5.88058 -2.87821
H107 -0.42721 5.28028 -4.41688
H108 -0.41986 2.82739 -5.75765

Forces on atoms 1 to 3 (eV/Å):
-2.747 2.759 -0.276
0.441 -1.175 1.020
-0.296 1.108 -0.040

---

Record 2
Molecular formula: C40H109N7O11
Method: DFT, ωB97M-V/def2-TZVPD

Summary:
Energy relative to the best compared isomer or geometry (same formula, charge and spin) ... 114.3 kJ/mol
Charge ... 0
E_LUMO ... 0.12 eV
Frontier orbital gap ... 8.2378 eV
Total energy ... -2800.16643 Ha
Multiplicity ... 1
F_max ... 3.46 eV/Å
Structure (SMILES) ... COC[C@H](C)N.COC[C@H](C)N.COC[C@H](C)N.COC[C@H](C)N.COC[C@H](C)N.COC[C@H](C)N.COC[C@H](C)N.CC(C)O.CC(C)O.CC(C)O.CC(C)O

Positions of all 167 atoms, in Å:
C1 -2.08374 0.41028 4.12926
O1 -1.19873 1.19249 4.99187
C2 0.02902 1.64559 4.44213
C3 0.84951 2.28303 5.50863
C4 2.13796 2.86238 4.95961
N1 1.22824 1.38030 6.64059
H1 -1.63379 -0.57648 3.97671
H2 -2.33852 0.91982 3.16191
H3 -3.06009 0.18926 4.61596
H4 0.55187 0.83882 3.96101
H5 -0.21037 2.35635 3.64199
H6 0.21248 3.08724 5.95208
H7 2.90703 2.10388 4.75636
H8 2.70601 3.50034 5.71889
H9 2.02844 3.47037 4.07011
H10 2.14224 0.93375 6.50883
H11 0.50140 0.70082 6.76241
C5 4.45026 -0.55549 6.88508
O2 3.90327 -0.25962 5.63197
C6 4.62652 -0.84751 4.62057
C7 3.82814 -0.89897 3.34306
C8 2.62440 -1.83341 3.49888
N2 4.64224 -1.39160 2.25402
H12 3.98282 0.01111 7.70676
H13 5.50673 -0.25459 6.90409
H14 4.38761 -1.61115 7.12937
H15 5.46786 -0.15575 4.55057
H16 4.95874 -1.85042 4.88717
H17 3.45339 0.12126 3.12335
H18 2.93352 -2.86221 3.62316
H19 1.95058 -1.84655 2.63677
H20 1.97630 -1.52605 4.35013
H21 4.14006 -1.56937 1.40670
H22 5.46502 -0.83470 2.09208
C9 -6.72615 4.17632 -0.76462
O3 -5.45960 4.73066 -0.43287
C10 -4.43598 3.78949 -0.50396
C11 -4.53772 2.59223 0.41744
C12 -4.49205 2.96179 1.91374
N3 -3.50306 1.59392 0.12298
H23 -7.35344 4.97760 -1.16215
H24 -7.20092 3.67505 0.07628
H25 -6.58582 3.44954 -1.56667
H26 -4.36260 3.49422 -1.56346
H27 -3.55064 4.33046 -0.27411
H28 -5.50555 2.10566 0.24649
H29 -5.21174 3.78843 2.07623
H30 -3.50281 3.34324 2.13734
H31 -4.71526 2.12617 2.56882
H32 -3.76021 1.03427 -0.69896
H33 -3.50030 0.93348 0.89552
C13 0.59160 6.11000 2.54710
O4 1.51859 5.19832 1.99388
C14 1.36450 5.08295 0.64299
C15 2.45568 4.06770 0.07870
C16 3.83283 4.57017 0.30003
N4 2.20152 3.78573 -1.34490
H34 0.96159 7.13713 2.34437
H35 0.60173 5.96158 3.64104
H36 -0.44629 6.00633 2.16824
H37 0.38712 4.72646 0.30052
H38 1.57176 5.98796 0.05331
H39 2.32475 3.10672 0.62418
H40 3.86646 4.86136 1.36735
H41 4.00039 5.44472 -0.33631
H42 4.60185 3.79082 0.21922
H43 2.09702 4.65271 -1.87341
H44 1.41233 3.13385 -1.54184
C17 -1.52170 9.83907 -4.17444
O5 -0.62360 8.75614 -4.01097
C18 -1.35743 7.56367 -3.71405
C19 -0.42989 6.39882 -3.28908
C20 -1.15079 5.18144 -2.70376
N5 0.65941 6.83362 -2.41233
H45 -0.98548 10.73603 -4.36719
H46 -2.12035 9.93676 -3.26479
H47 -2.19738 9.63619 -5.02419
H48 -2.08103 7.73503 -2.90893
H49 -1.96497 7.28202 -4.59806
H50 0.03258 6.03772 -4.20837
H51 -0.42617 4.39943 -2.46058
H52 -1.93202 4.72193 -3.31821
H53 -1.57537 5.44893 -1.71551
H54 0.25254 7.22511 -1.57352
H55 1.11156 7.59327 -2.87574
C21 -0.04875 -4.89965 -3.78617
O6 -0.73548 -5.79988 -2.98029
C22 -0.21115 -7.12170 -2.92989
C23 -0.76800 -7.86536 -1.73168
C24 -0.39377 -7.18111 -0.39922
N6 -0.23652 -9.18104 -1.63620
H56 0.07213 -5.39678 -4.74986
H57 0.98226 -4.72052 -3.49720
H58 -0.56792 -3.92567 -3.87202
H59 -0.48256 -7.63164 -3.87223
H60 0.85023 -7.04582 -2.83188
H61 -1.85987 -8.00158 -1.78078
H62 -0.70263 -7.82213 0.41380
H63 -0.80878 -6.18988 -0.27770
H64 0.70706 -7.02554 -0.28836
H65 -0.39894 -9.70303 -2.47138
H66 0.75071 -9.27662 -1.44519
C25 -0.84556 -3.10874 -0.13487
O7 0.05499 -2.00278 -0.23226
C26 -0.52499 -0.87148 -0.76726
C27 0.33973 0.37786 -0.56176
C28 0.60471 0.56336 0.92894
N7 -0.27330 1.57519 -1.17923
H67 -1.70336 -2.85286 0.46707
H68 -0.28064 -3.87372 0.37665
H69 -1.15274 -3.41906 -1.16674
H70 -0.77568 -1.05695 -1.88320
H71 -1.56939 -0.73399 -0.33748
H72 1.29483 0.17527 -1.10720
H73 -0.21584 1.17666 1.34007
H74 1.49991 1.11510 1.15857
H75 0.61036 -0.39369 1.43467
H76 -0.48657 1.39553 -2.14788
H77 -1.21175 1.68420 -0.76178
C29 3.98333 -2.84007 -2.10189
C30 2.98500 -3.46808 -1.11299
C31 3.23423 -4.95835 -0.87823
O8 3.05180 -2.77146 0.12007
H78 4.99311 -2.89165 -1.70601
H79 3.72173 -1.77799 -2.13767
H80 3.86616 -3.32024 -3.07593
H81 1.97711 -3.38736 -1.52729
H82 2.60447 -5.24614 -0.02940
H83 4.27624 -5.09560 -0.54769
H84 3.02980 -5.55837 -1.77084
H85 2.18846 -2.32374 0.16974
C32 -3.62855 -3.48623 -3.13245
C33 -3.19262 -2.08162 -3.45433
C34 -3.60752 -1.54390 -4.73976
O9 -3.48950 -1.21259 -2.34848
H86 -3.13736 -4.19418 -3.83781
H87 -4.68447 -3.61192 -3.23772
H88 -3.30004 -3.80559 -2.13201
H89 -2.10848 -2.11078 -3.42397
H90 -3.11745 -0.63649 -5.07372
H91 -4.68430 -1.43927 -4.90061
H92 -3.35125 -2.27932 -5.52304
H93 -4.46157 -1.11215 -2.22376
C35 1.82775 -0.50544 -4.35329
C36 0.52938 -0.66151 -5.10931
C37 -0.39674 0.48978 -5.17315
O10 0.95316 -1.03745 -6.39739
H94 2.45802 -1.40696 -4.39732
H95 1.53118 -0.26052 -3.33948
H96 2.45966 0.30561 -4.68976
H97 0.01139 -1.51520 -4.61350
H98 -0.95815 0.56791 -4.22573
H99 -1.16666 0.40836 -5.89765
H100 0.15250 1.44358 -5.29668
H101 0.28997 -1.35452 -6.97777
C38 -0.55269 -4.27434 3.82727
C39 -0.42305 -5.76299 3.48932
C40 0.88800 -6.41317 3.90469
O11 -1.55200 -6.38618 4.08417
H102 -1.44707 -3.80950 3.40722
H103 0.34321 -3.69950 3.56189
H104 -0.64066 -4.23239 4.93040
H105 -0.53398 -5.84267 2.38525
H106 1.77636 -5.92976 3.46466
H107 0.95170 -7.46406 3.58035
H108 0.89477 -6.42614 4.99619
H109 -1.75302 -7.22717 3.68052

Forces on atoms 1 to 3 (eV/Å):
0.459 0.457 0.323
-1.548 -0.733 -0.102
-1.111 -0.188 -1.007